{"formula": "C80H220N20O20", "method": "ωB97M-V/def2-TZVPD", "species": ["C", "C", "C", "O", "C", "N", "H", "H", "H", "H", "H", "H", "H", "H", "H", "H", "H", "C", "C", "C", "O", "C", "N", "H", "H", "H", "H", "H", "H", "H", "H", "H", "H", "H", "C", "C", "C", "O", "C", "N", "H", "H", "H", "H", "H", "H", "H", "H", "H", "H", "H", "C", "C", "C", "O", "C", "N", "H", "H", "H", "H", "H", "H", "H", "H", "H", "H", "H", "C", "C", "C", "O", "C", "N", "H", "H", "H", "H", "H", "H", "H", "H", "H", "H", "H", "C", "C", "C", "O", "C", "N", "H", "H", "H", "H", "H", "H", "H", "H", "H", "H", "H", "C", "C", "C", "O", "C", "N", "H", "H", "H", "H", "H", "H", "H", "H", "H", "H", "H", "C", "C", "C", "O", "C", "N", "H", "H", "H", "H", "H", "H", "H", "H", "H", "H", "H", "C", "C", "C", "O", "C", "N", "H", "H", "H", "H", "H", "H", "H", "H", "H", "H", "H", "C", "C", "C", "O", "C", "N", "H", "H", "H", "H", "H", "H", "H", "H", "H", "H", "H", "C", "C", "C", "O", "C", "N", "H", "H", "H", "H", "H", "H", "H", "H", "H", "H", "H", "C", "C", "C", "O", "C", "N", "H", "H", "H", "H", "H", "H", "H", "H", "H", "H", "H", "C", "C", "C", "O", "C", "N", "H", "H", "H", "H", "H", "H", "H", "H", "H", "H", "H", "C", "C", "C", "O", "C", "N", "H", "H", "H", "H", "H", "H", "H", "H", "H", "H", "H", "C", "C", "C", "O", "C", "N", "H", "H", "H", "H", "H", "H", "H", "H", "H", "H", "H", "C", "C", "C", "O", "C", "N", "H", "H", "H", "H", "H", "H", "H", "H", "H", "H", "H", "C", "C", "C", "O", "C", "N", "H", "H", "H", "H", "H", "H", "H", "H", "H", "H", "H", "C", "C", "C", "O", "C", "N", "H", "H", "H", "H", "H", "H", "H", "H", "H", "H", "H", "C", "C", "C", "O", "C", "N", "H", "H", "H", "H", "H", "H", "H", "H", "H", "H", "H", "C", "C", "C", "O", "C", "N", "H", "H", "H", "H", "H", "H", "H", "H", "H", "H", "H"], "xyz": [[-3.78259, -8.00307, -24.59524], [-4.63611, -9.27400, -24.48199], [-3.96564, -10.46355, -25.15091], [-4.89704, -11.52074, -25.41972], [-5.68965, -11.32008, -26.62084], [-4.77112, -9.57397, -23.04931], [-4.24850, -7.09717, -24.20743], [-3.56071, -7.86566, -25.65354], [-2.90076, -8.06282, -23.95737], [-5.61313, -9.00845, -24.88574], [-3.10970, -10.89297, -24.63027], [-3.33256, -10.09920, -25.95995], [-5.09330, -11.47064, -27.52072], [-6.23903, -10.38104, -26.68775], [-6.39972, -12.14642, -26.65355], [-5.25849, -10.44974, -22.92445], [-3.86060, -9.73356, -22.64238], [-0.48663, -1.92717, -28.98798], [-0.57378, -2.53753, -30.39697], [-1.18377, -1.60363, -31.39352], [-1.12570, -2.26357, -32.65080], [-1.64176, -1.50253, -33.74057], [0.79589, -2.73633, -30.83108], [-1.47878, -1.92447, -28.53661], [-0.14222, -0.89307, -28.99828], [0.03739, -2.45889, -28.19376], [-1.12437, -3.47620, -30.33497], [-0.68238, -0.63879, -31.46970], [-2.20190, -1.39237, -31.06660], [-1.56134, -0.43089, -33.55829], [-2.70092, -1.72002, -33.87833], [-1.12454, -1.83677, -34.63994], [1.16990, -1.80058, -30.76331], [0.74086, -2.83200, -31.83503], [1.46674, -2.49644, -21.22174], [2.20322, -1.21713, -20.77019], [2.06113, -0.09516, -21.79629], [2.78884, -0.40076, -23.01025], [4.13217, -0.32579, -22.87550], [1.70940, -0.73882, -19.49806], [1.60847, -3.29536, -20.49390], [1.98082, -2.87944, -22.10329], [0.41017, -2.27904, -21.37831], [3.19679, -1.60917, -20.55287], [2.42281, 0.81928, -21.32610], [1.01323, 0.03280, -22.06767], [4.40582, 0.52459, -22.25094], [4.58866, -0.27052, -23.86375], [4.58288, -1.20061, -22.40681], [0.71657, -0.67072, -19.67053], [1.82751, -1.35726, -18.70831], [0.80117, -5.91420, -23.04477], [-0.72449, -5.65336, -22.76329], [-1.49122, -5.26715, -24.02922], [-2.90962, -4.88227, -23.85404], [-3.57055, -4.47828, -25.08674], [-1.32682, -6.84141, -22.22426], [0.91790, -6.51591, -23.94611], [1.19496, -6.43823, -22.17390], [1.33089, -4.96198, -23.01694], [-0.81268, -4.82919, -22.05544], [-1.60923, -6.14313, -24.66705], [-0.90152, -4.55470, -24.60609], [-3.61461, -5.32925, -25.76645], [-3.17236, -3.66934, -25.69923], [-4.56180, -4.13852, -24.78663], [-2.32145, -6.73346, -22.36271], [-1.21909, -6.84294, -21.22003], [-3.93981, -2.93351, -12.42775], [-2.69734, -2.06442, -11.97140], [-3.01301, -1.01266, -10.90213], [-3.28224, 0.26280, -11.56336], [-3.05859, 1.38865, -10.72562], [-1.68404, -2.98977, -11.56118], [-4.62629, -3.21680, -11.62988], [-3.72810, -3.79898, -13.05562], [-4.54820, -2.28614, -13.05931], [-2.31656, -1.64343, -12.90193], [-2.15923, -1.02302, -10.22460], [-3.89693, -1.17659, -10.28577], [-2.96241, 2.29454, -11.32412], [-2.12386, 1.25824, -10.18030], [-3.86060, 1.47642, -9.99269], [-2.00684, -3.43795, -10.71559], [-1.02008, -2.33582, -11.17182], [-0.09558, -1.38882, -25.56446], [0.30611, 0.06032, -25.89605], [-0.20253, 1.23803, -25.00917], [-1.64419, 1.14285, -25.08708], [-2.26019, 2.09147, -24.26929], [1.74936, -0.04577, -25.90764], [0.02767, -1.63896, -24.51073], [0.37839, -2.15093, -26.18305], [-1.10675, -1.58990, -25.91829], [-0.00709, 0.25886, -26.92103], [0.22960, 2.17976, -25.34753], [0.06721, 1.16243, -23.95577], [-3.29567, 1.77435, -24.14552], [-2.30559, 3.08847, -24.70752], [-1.90300, 2.14731, -23.24099], [2.12519, -0.36450, -25.02601], [1.97780, -0.82907, -26.50292], [-5.41653, -2.73657, -17.62754], [-5.97770, -2.63833, -16.18917], [-6.28536, -1.14081, -15.76366], [-7.26526, -0.43836, -16.63208], [-7.67169, 0.81594, -16.06494], [-7.16954, -3.35616, -16.07605], [-6.13989, -2.46771, -18.39731], [-5.17491, -3.79180, -17.75484], [-4.44641, -2.25032, -17.73022], [-5.24266, -3.14647, -15.56497], [-5.42377, -0.47463, -15.80794], [-6.57913, -1.03409, -14.71943], [-8.25029, 1.36480, -16.80796], [-6.85343, 1.50482, -15.85515], [-8.18472, 0.72094, -15.10792], [-7.51277, -3.21203, -15.13716], [-7.13036, -4.36514, -16.05327], [0.49146, 3.02982, -15.35490], [1.65694, 2.24164, -14.82563], [1.14451, 1.17367, -13.82845], [0.68825, 1.74460, -12.59972], [0.18436, 0.77904, -11.67930], [2.40711, 1.58828, -15.91858], [-0.27071, 2.35112, -15.73774], [0.78056, 3.76013, -16.11066], [0.04839, 3.61297, -14.54761], [2.36655, 2.87480, -14.29302], [1.94157, 0.46366, -13.60780], [0.34340, 0.56410, -14.24646], [0.06742, 1.18267, -10.67355], [0.85877, -0.06761, -11.55096], [-0.76883, 0.35158, -11.99044], [1.64249, 1.02066, -16.25513], [2.61088, 2.22587, -16.67492], [-3.59679, 4.48667, -13.87885], [-2.91009, 3.64418, -14.89545], [-3.73144, 2.39890, -15.24401], [-3.01199, 1.33153, -15.84216], [-2.37298, 0.50776, -14.91238], [-2.70303, 4.41103, -16.12897], [-4.11544, 3.87249, -13.14272], [-4.42903, 5.03490, -14.32037], [-2.95505, 5.26209, -13.46051], [-1.97326, 3.23778, -14.51428], [-4.67366, 2.63394, -15.73908], [-4.14761, 2.02716, -14.30769], [-3.10463, 0.22476, -14.15561], [-1.61666, 1.09083, -14.38690], [-1.79121, -0.31647, -15.32504], [-3.62121, 4.71081, -16.42422], [-2.35297, 3.71525, -16.77199], [-6.80110, -2.41309, -23.47153], [-6.74464, -0.97642, -22.88700], [-7.05566, -0.88104, -21.31933], [-6.66657, 0.37868, -20.83297], [-6.98817, 0.50502, -19.46797], [-5.37016, -0.54651, -23.12930], [-6.04093, -3.09062, -23.08269], [-6.58883, -2.45758, -24.53973], [-7.79056, -2.86585, -23.40769], [-7.47994, -0.35110, -23.39334], [-6.48617, -1.69120, -20.86389], [-8.06246, -1.16803, -21.01587], [-6.86497, 1.56126, -19.22865], [-6.26491, -0.07467, -18.89444], [-7.96995, 0.12883, -19.18039], [-5.33435, 0.36272, -22.69099], [-4.73420, -1.18470, -22.67281], [0.78462, -1.38993, -16.36997], [0.47635, -2.85748, -16.57206], [-0.88212, -3.25336, -15.94123], [-0.95008, -4.70880, -15.98897], [-1.92258, -5.16882, -15.02367], [0.42813, -2.99905, -18.01123], [0.92950, -1.20005, -15.30646], [0.06706, -0.68830, -16.79534], [1.71008, -1.09562, -16.86496], [1.25152, -3.51578, -16.17979], [-1.70977, -2.81373, -16.49785], [-0.96166, -2.75738, -14.97388], [-2.02816, -6.24614, -15.15147], [-2.85702, -4.64308, -15.21989], [-1.64462, -5.01921, -13.98038], [0.27131, -3.97225, -18.23120], [-0.34058, -2.43327, -18.34147], [-4.73981, 3.61399, -20.24967], [-3.48494, 3.71604, -19.36040], [-2.14998, 3.26576, -20.08684], [-1.04705, 3.12535, -19.22505], [0.14046, 2.53270, -19.72629], [-3.38958, 5.06282, -18.94529], [-4.79106, 2.57643, -20.57975], [-4.69604, 4.28529, -21.10730], [-5.70709, 3.77636, -19.77418], [-3.62795, 3.09039, -18.47938], [-1.83836, 3.96954, -20.85865], [-2.24286, 2.34584, -20.66409], [-0.08293, 1.66079, -20.34109], [0.72094, 2.23336, -18.85363], [0.68878, 3.29730, -20.27661], [-2.45314, 5.30473, -18.65432], [-3.56735, 5.55744, -19.80775], [0.56207, -5.14519, -26.96196], [1.44922, -5.38963, -28.21637], [0.58160, -5.94730, -29.31121], [1.44345, -6.55859, -30.23516], [0.95817, -6.73754, -31.53641], [2.09081, -4.15580, -28.61885], [1.08756, -4.59440, -26.18184], [0.10177, -6.01864, -26.50011], [-0.25018, -4.50120, -27.29904], [2.36674, -5.93010, -27.98361], [-0.18836, -5.29752, -29.72722], [0.09529, -6.77292, -28.79165], [0.48279, -5.78011, -31.74957], [0.27234, -7.58452, -31.55460], [1.76913, -6.92963, -32.23894], [1.46564, -3.39932, -28.85759], [2.63101, -4.27110, -29.46442], [-2.17307, -1.30656, -22.70428], [-2.64369, -2.24773, -21.54357], [-2.96553, -1.47557, -20.27676], [-1.77159, -0.94420, -19.71759], [-2.04645, -0.24499, -18.51172], [-3.74848, -3.05838, -21.93164], [-2.18199, -1.81800, -23.66679], [-1.23569, -0.80347, -22.46694], [-2.80399, -0.42070, -22.77712], [-1.79531, -2.89552, -21.32286], [-3.61740, -2.06765, -19.63442], [-3.57350, -0.62018, -20.57134], [-2.35784, -0.90504, -17.70211], [-2.80844, 0.51212, -18.69684], [-1.16031, 0.33028, -18.24353], [-3.86949, -3.79301, -21.24916], [-3.49119, -3.64680, -22.71117], [-10.44507, -6.72640, -20.91914], [-10.12563, -5.46904, -21.72561], [-9.55174, -5.81674, -23.06132], [-8.21155, -6.32156, -22.94305], [-7.55527, -6.51899, -24.16427], [-11.39539, -4.71055, -21.93394], [-11.06595, -7.44733, -21.45101], [-10.92519, -6.53859, -19.95877], [-9.54936, -7.30129, -20.68398], [-9.49806, -4.79547, -21.14205], [-9.49904, -4.83080, -23.52309], [-10.20689, -6.42734, -23.68265], [-7.53970, -5.54824, -24.65973], [-8.08607, -7.24239, -24.78320], [-6.51607, -6.82672, -24.04827], [-11.83903, -4.55216, -21.04053], [-11.34667, -3.82597, -22.41896], [-6.78177, -6.04328, -19.36310], [-5.68131, -6.52357, -20.37289], [-4.26740, -6.42288, -19.79132], [-3.89660, -5.07980, -19.43879], [-2.64674, -5.03510, -18.79116], [-6.14961, -7.77943, -20.84803], [-6.89660, -6.66747, -18.47693], [-7.78232, -5.87166, -19.76004], [-6.45073, -5.07143, -18.99702], [-5.66832, -5.87484, -21.24872], [-3.61478, -6.83289, -20.56210], [-4.12771, -7.06306, -18.92026], [-2.37046, -4.09797, -18.30788], [-1.82924, -5.32153, -19.45280], [-2.56603, -5.76644, -17.98698], [-7.00732, -7.53137, -21.32015], [-5.57393, -8.25475, -21.52829], [-5.29037, 1.36169, -26.45863], [-4.79771, -0.05110, -26.77581], [-4.17567, -0.14669, -28.22241], [-5.02552, 0.39839, -29.20629], [-4.35434, 0.71560, -30.43126], [-3.88834, -0.52156, -25.74329], [-6.16255, 1.62476, -27.05713], [-4.49024, 2.09169, -26.58105], [-5.49486, 1.38124, -25.38816], [-5.66060, -0.71666, -26.79904], [-3.82989, -1.15582, -28.44646], [-3.23329, 0.39973, -28.18467], [-3.77433, -0.10408, -30.85533], [-3.66775, 1.55807, -30.34815], [-5.02968, 1.06682, -31.21141], [-3.25179, 0.24218, -25.56559], [-4.46282, -0.42761, -24.91792], [-5.99217, -6.83960, -27.13265], [-5.53349, -7.06562, -28.53392], [-3.96577, -7.51894, -28.60437], [-3.07663, -6.59434, -28.01827], [-2.95913, -5.30032, -28.58267], [-6.52416, -8.05855, -29.00641], [-7.04975, -6.62069, -26.98536], [-5.47561, -6.02463, -26.62562], [-5.77441, -7.71071, -26.51471], [-5.64109, -6.11375, -29.05398], [-3.56685, -7.72659, -29.59727], [-3.89067, -8.47583, -28.08781], [-2.50948, -5.28871, -29.57553], [-2.29337, -4.71582, -27.94765], [-3.93311, -4.81140, -28.56278], [-7.39949, -7.68368, -28.66970], [-6.58709, -8.06324, -30.01444], [6.14419, 5.37459, -19.52022], [4.98791, 4.41293, -19.60853], [4.50889, 3.91651, -18.22315], [3.53017, 2.86084, -18.33000], [4.00969, 1.59003, -18.57885], [3.89209, 5.01345, -20.39372], [5.95333, 6.13865, -18.76665], [6.20280, 6.00119, -20.41019], [7.05589, 4.83087, -19.27269], [5.28067, 3.56160, -20.22304], [4.04845, 4.74641, -17.68710], [5.30983, 3.53250, -17.59139], [3.14305, 0.93394, -18.65990], [4.62788, 1.22415, -17.75905], [4.45314, 1.46471, -19.56664], [3.65778, 5.91760, -20.00937], [3.09797, 4.41860, -20.20494], [2.14996, 8.15678, -24.03266], [2.54477, 6.85428, -23.43172], [2.63923, 5.72296, -24.53941], [2.78456, 4.42614, -24.01121], [1.68317, 3.87069, -23.26519], [3.76270, 7.05663, -22.71683], [1.20627, 7.88522, -24.50573], [2.96843, 8.38008, -24.71702], [1.95329, 8.98705, -23.35437], [1.82865, 6.51007, -22.68553], [3.47699, 6.06741, -25.14574], [1.74768, 5.78951, -25.16296], [0.74731, 4.23727, -23.68695], [1.78552, 4.19807, -22.23057], [1.66772, 2.78080, -23.26407], [3.63175, 7.58475, -21.86593], [4.16478, 6.17960, -22.41808]], "atomic_forces_ev_per_a": [[-0.1414, -0.2876, 0.0086], [1.2924, 0.4083, 1.5655], [-0.0014, -0.0088, -0.9875], [0.0917, 0.8965, -0.9928], [0.4158, -0.9623, 0.4659], [-0.8269, 0.2424, 0.2972], [-0.5548, -0.1146, -0.1547], [0.4778, 0.3359, 0.1069], [0.4312, -0.4069, -0.4583], [-0.1330, -0.6259, -0.1232], [-0.5479, -0.1441, 1.2283], [-0.8045, -0.0725, -1.4459], [0.3642, 0.3776, -0.0096], [0.1959, 0.1767, 0.2582], [-0.1538, 0.1113, 0.3023], [-0.2760, -0.1569, -0.0202], [0.3163, 0.1023, -0.0823], [-1.5174, 0.1071, 0.3644], [1.2846, 0.6234, 1.2705], [-1.4576, -0.2239, -0.1896], [-0.2041, 0.4176, -0.1042], [-0.2509, -0.5722, 0.3838], [0.4218, -0.2703, -0.6037], [-0.4203, 0.4102, -0.1430], [0.1561, 0.0291, -0.1139], [0.5150, -0.2287, -0.7032], [-0.0185, -0.0505, -0.3031], [0.3947, 0.1181, 0.2352], [-0.4598, 0.0240, -0.3465], [0.3448, 0.0874, -0.1646], [-0.1982, -0.0269, 0.0404], [0.1091, 0.3047, 0.0530], [0.6985, 0.2507, 0.2912], [0.2008, -0.5501, -0.3875], [0.7394, 0.1826, -0.1504], [-0.2746, -1.7509, 0.6575], [1.2524, -0.9717, -0.2908], [-2.9417, 0.2525, 0.4286], [2.0665, -0.0483, 0.2233], [-0.5407, 1.3033, -0.2634], [-0.2966, 0.1973, 0.3136], [-0.4257, 0.1421, -0.5047], [-0.0714, -0.2542, -0.1795], [0.6285, 0.8141, -0.5754], [0.1720, 0.3173, -0.1938], [-0.0589, -0.0782, -0.0801], [0.3154, 0.3614, -0.1341], [-0.0480, 0.3336, -0.0293], [-0.0575, -0.3473, 0.2466], [-0.5537, 0.1532, 0.6549], [0.0323, -0.4963, -0.5667], [-1.3993, 0.6030, 0.7611], [0.4312, 0.5237, -0.5950], [-0.7532, -0.4823, -0.9386], [1.4643, 0.7486, -0.5850], [0.0243, -0.7034, 0.3933], [-0.5948, -0.5780, 0.3214], [0.2675, 0.1872, 0.0367], [-0.0674, -0.3590, -0.1165], [0.0864, -0.0084, -0.7151], [0.1337, 0.3861, 0.1014], [0.5942, -0.3931, -0.1140], [-0.3382, 0.5724, 0.0758], [-0.2186, -0.2637, 0.0999], [0.8188, 0.3973, 0.6475], [-0.0649, -0.2612, 0.0096], [-0.3796, -0.2066, 0.0227], [0.1995, -0.2413, 0.2157], [-0.2830, 1.5592, -0.1801], [-2.4250, -1.8222, -1.2347], [-0.7846, 1.2091, -1.1828], [0.9156, -0.6091, 0.3188], [0.0895, -0.5483, 0.1996], [0.8944, 0.2533, 0.9801], [0.3508, -0.1701, 0.3458], [0.5344, 0.0296, 0.2986], [-0.1929, 0.1446, -0.1249], [-0.0915, 0.7369, 0.2145], [0.2809, 0.7703, 0.0850], [-0.1012, -0.7070, 0.0215], [-0.2361, -0.1485, -0.1333], [0.0896, 0.0865, 0.1100], [-0.1656, 0.2235, 0.0518], [-0.2261, -0.6281, 0.1878], [1.2312, -0.3412, 0.0042], [-2.2482, 0.1135, -0.3055], [0.7999, -1.2415, 0.5025], [-0.6008, -1.9054, -0.6164], [1.5158, 0.8392, 0.2863], [-1.3249, 0.0959, 0.2367], [1.5366, 1.1841, -0.5072], [-0.0361, 0.0057, -0.0391], [1.0205, 0.4198, 0.1134], [-0.7857, 0.1807, 0.8058], [-0.1550, 0.2696, -0.0087], [-0.3105, 0.1681, -0.4159], [0.2442, -0.4024, 0.1988], [-0.2155, -0.0113, -0.1388], [0.3467, 0.1917, -0.0894], [0.6767, -0.0717, 0.0570], [-0.2486, 0.3256, 0.6033], [0.1198, 0.1411, -0.4559], [0.0103, -0.7557, 0.8575], [1.0987, 1.9765, -1.2495], [0.0701, 0.7687, -0.8257], [0.4029, -0.5757, 1.3044], [0.6013, -0.2594, -0.3450], [-2.9256, -1.0426, 0.8510], [0.1128, 0.2692, 0.1113], [-0.1128, -0.1164, -0.2996], [-0.2281, 0.4783, 0.0155], [0.7378, 0.9366, 0.5471], [0.7290, -0.4118, -0.2139], [-0.5752, -0.4951, 0.2081], [-0.4043, -0.4377, 0.0607], [0.7039, -0.1992, -0.0248], [-0.4195, -0.3011, -0.0872], [-0.5254, 0.4861, 0.1938], [0.7479, -0.2535, -0.8126], [-0.1892, 0.7613, 0.4804], [0.4514, 0.0443, 0.4291], [0.4980, -0.1736, 0.3926], [-0.1805, 0.0433, 0.2233], [0.3716, -0.2378, -0.3301], [-1.0109, -0.8072, 1.1266], [-0.0605, 0.0358, -0.2953], [0.0338, -0.1775, -0.2026], [-0.1524, -0.0233, 0.0674], [-0.1225, 0.1823, 0.2036], [0.3862, -0.0350, 0.0277], [-0.2202, 0.1362, -0.3606], [0.0378, 0.5603, -0.2872], [0.4293, -0.1238, -0.2196], [-0.2739, 0.1649, -0.2614], [0.3089, -0.7154, -0.9507], [0.0077, 0.4658, 0.0246], [-0.9323, 0.4875, 0.3325], [-0.3101, -0.8001, -1.2414], [-0.5391, -0.5929, 1.9524], [-0.3447, 0.4207, -1.6175], [0.2533, 0.8856, 1.2100], [0.8696, -0.1844, 0.9458], [0.4959, 0.0497, 0.5195], [-0.0642, 0.1172, -0.4145], [0.0784, -0.3036, 0.2545], [0.1588, 0.4035, 0.0151], [0.3632, 0.0936, -1.0691], [0.1193, -0.3954, 0.5799], [0.0817, -0.6187, 0.0861], [0.1091, 0.1567, 0.3588], [-0.6220, -0.1312, -0.5973], [-0.0333, 0.1148, -0.4939], [0.0965, 0.2273, -0.6989], [-0.6517, -0.0551, -0.0652], [0.1367, -1.3560, 1.0064], [0.6675, -1.3059, -1.4742], [-0.8285, -0.1259, -0.5355], [0.9925, 0.1127, 0.2359], [-1.0938, 1.1154, -0.2471], [-0.1470, 0.1951, 0.6812], [0.0334, 0.7459, -0.2254], [-0.1013, -0.1132, 0.4373], [0.2566, 0.2359, -0.2408], [0.7155, -0.0534, 0.2616], [-0.6199, 0.5256, -0.4034], [-0.1902, -0.0401, 0.1873], [0.0312, 0.0035, 0.2714], [-0.2470, 0.1257, -0.2874], [0.7058, 0.2359, 0.1953], [0.0138, -0.2238, 0.2561], [0.8088, 0.1885, 0.9836], [-1.3267, 0.6262, -0.5924], [1.2742, -0.5473, -0.4361], [-0.5776, 1.3708, 1.5300], [0.3785, -0.1562, -0.7609], [0.5112, -0.9096, -0.1221], [-0.1151, 0.2992, 0.0159], [-0.5069, -0.2981, 0.1682], [0.2033, -0.3305, 0.2184], [0.0315, 0.1527, 0.1785], [-0.1944, -0.0531, -0.4738], [0.0518, -0.8166, 0.7784], [-0.1621, 0.0786, -0.2543], [-0.3267, -0.1818, 0.0649], [0.3601, 0.4112, -0.0097], [-0.2705, -0.0899, -0.3639], [-0.2338, -0.1019, -0.5219], [0.5720, -1.2707, -0.1093], [0.6062, -1.1054, -0.6349], [-0.1052, -0.4807, -0.7792], [-0.5919, 0.0053, 1.5070], [-0.6918, 0.5635, 0.2825], [-0.1088, 1.5241, 0.0907], [-0.1080, -0.0276, -0.4976], [0.1862, -0.0510, -0.1381], [0.3430, 0.3341, 0.5387], [0.1130, -0.3865, 0.0075], [-0.4488, 0.7503, -0.2292], [-0.5198, -0.6139, 0.1214], [0.0319, -0.1007, -0.1788], [0.0771, -0.0366, -0.1215], [0.2784, -0.1577, -0.3291], [0.1714, 0.0441, 0.2745], [0.0880, 0.8506, 0.1297], [0.4321, 0.3707, -0.5004], [0.0345, 1.8423, 0.7003], [0.5521, -2.5506, 1.0773], [1.2576, 0.1119, -0.3861], [-0.3538, 0.5318, 0.5699], [0.5020, 1.3926, 0.4650], [0.2308, -0.0321, -0.0904], [0.1775, -0.2443, -0.3114], [-0.2440, 0.1124, 0.1297], [-0.7352, -1.3370, -0.0110], [0.3732, 0.4038, -0.1276], [-0.9538, -0.2767, -0.1734], [-0.4349, -0.1740, -0.9055], [-0.3679, 0.0234, -0.2797], [0.1146, 0.0814, 0.2288], [-0.1356, -0.4105, 0.0289], [0.0539, -0.3441, -0.0327], [-0.6080, 0.1602, 1.0462], [1.6785, 0.7171, -0.4569], [-0.1442, 0.6646, -1.1359], [-0.0859, -0.6258, 0.6683], [0.1502, 0.6569, -0.6529], [-1.2565, -0.3385, -0.1184], [0.2454, 0.1003, 0.0653], [0.4889, -0.6251, -0.0941], [-0.5936, -0.1820, -0.1734], [0.5321, -0.0637, 0.2893], [0.5079, -0.2686, 0.5591], [-0.4209, 0.2840, -0.0325], [-0.0534, -0.0897, 0.0807], [-0.3679, -0.0234, 0.1521], [0.1342, -0.2367, 0.1194], [-0.3906, 0.1082, 0.8014], [0.2482, 0.3653, -0.5824], [0.2615, -0.4491, 0.3189], [-1.6177, -0.0453, 1.0473], [1.3502, 1.2097, -0.4420], [-0.6616, -0.4790, 1.0111], [-0.4042, 0.7310, -0.3351], [-0.2465, -0.9670, -0.1468], [-0.2660, 0.3293, -0.3090], [-0.0770, 0.2962, -0.0101], [0.3001, 0.2395, -0.0234], [0.8359, -0.3956, -0.1664], [0.2115, 0.1483, -0.8011], [-0.0162, -0.3931, 0.1998], [0.0866, 0.0942, -0.5614], [-0.0213, -0.1491, -0.1765], [-0.1506, -0.1623, 0.5140], [-0.0323, 0.0063, -0.0018], [0.5247, -0.0115, -0.0063], [1.1615, 1.1473, 0.0563], [-1.2109, 1.6902, 0.8821], [-0.1636, -0.6187, 0.0450], [-0.3332, -0.1463, -0.2006], [0.5950, -0.9096, 0.3296], [0.0613, -1.5244, 0.3017], [0.2808, -0.4402, -0.2009], [0.1706, -0.2829, -0.5067], [-0.1346, 0.1933, 0.1155], [0.0089, 0.9792, 0.1121], [0.4595, 0.1348, -0.1556], [-0.1971, -0.1258, 0.2818], [-0.6685, 0.3934, -0.4643], [0.1602, 0.1841, -0.4828], [-0.3657, -0.2336, 0.2408], [-0.2942, -0.3991, -0.1779], [0.3294, 0.0227, -0.2822], [0.1739, -0.2917, -0.0314], [-0.2321, 0.0545, -1.6718], [0.6009, 0.5299, 1.3762], [0.0994, 0.0950, -0.9053], [0.0284, 0.2770, 0.1493], [-0.0662, 0.1316, -0.6283], [0.0637, 0.2218, 0.1354], [0.0888, 0.1104, -0.3849], [-0.5306, 0.0459, 0.0052], [-0.2022, -0.1148, 0.1507], [-0.5041, -0.5097, -0.1120], [0.2643, 0.5571, -0.0120], [-0.1361, -0.3475, 0.2141], [0.3011, 0.0973, 0.6212], [-0.6227, -0.3798, 0.3598], [0.7643, -0.2124, -0.4399], [-0.2832, -0.8254, 0.7282], [0.9727, 0.4529, 1.9518], [0.7162, -0.2434, -0.3474], [-1.6168, 0.3971, -0.2835], [0.2203, -0.0528, 0.8677], [-0.3633, -0.1784, 0.3678], [0.9058, 0.0767, -0.4664], [-0.1315, -0.0148, -0.5508], [0.1718, 0.1443, -0.1446], [-0.0883, -0.2050, -0.0985], [0.1376, 0.0774, -0.3859], [-0.6609, 0.0833, -0.5879], [0.1056, 0.1459, 0.4443], [-0.2426, -0.2597, -0.3161], [-0.0218, -0.1957, 0.1612], [-0.0219, 0.2434, -0.3333], [-0.3086, -0.3102, -0.1630], [0.0621, -0.1306, -0.2244], [-0.2337, 0.4760, 0.3861], [-0.5416, -0.1697, -0.2343], [0.0226, -0.7383, -0.5051], [-0.3794, 2.1301, -0.0242], [-0.2742, -1.2848, -0.3798], [0.2246, -0.4167, 0.5242], [0.0325, -0.1389, 0.5517], [0.4121, -0.5701, -0.4041], [0.1451, 0.3621, -0.1872], [0.2287, -0.2672, 0.2257], [-0.2343, -0.0021, -0.0275], [0.4270, 0.0715, -0.0804], [-0.1388, 0.0013, 0.2921], [0.3821, -0.0084, -0.1000], [0.6735, 0.2887, -0.0303], [-0.0951, 0.2806, 0.1797], [-0.4959, -0.0571, -0.2087], [-0.8033, -0.5962, -0.6613], [-0.4313, -1.1109, 0.8435], [-0.5215, 1.5988, 1.6316], [0.4333, -0.8251, -0.1498], [0.5653, 1.2580, -0.2717], [1.9726, -0.3592, -0.0828], [-0.1048, 0.7993, -0.7007], [-0.3756, 0.5115, -0.3197], [0.2971, -0.1932, 0.1876], [-0.8927, -0.0863, -0.1915], [0.3995, -0.9149, -0.1156], [-0.2945, -0.0213, -0.0611], [-0.2621, -0.0033, 0.0705], [-0.2470, 0.0519, 0.1387], [0.4941, 0.0526, -0.4222], [-0.2285, 0.1949, -0.0821], [0.0042, -0.2524, 0.0655]], "molar_mass_g_mol": 1782.76, "energy_ev": -157264.517, "homo_lumo_gap_ev": 8.7, "lumo_ev": 0.5, "relative_energy_kcal_mol": 137.35}